[1]
ORCA calculation (ωB97M-V/def2-TZVPD) on a structure of composition C8H10CoO5P.

XYZ file:
```
25
Properties=species:S:1:pos:R:3:forces:R:3
O -1.6376 2.2290 -3.6438 1.046 -1.677 2.715
C -1.1820 1.6748 -2.7433 -0.758 2.848 -5.538
Co -0.3161 0.7623 -1.3811 1.428 0.200 1.032
O -2.4870 2.5336 -0.4616 3.628 -2.884 -0.420
C -1.5981 1.7873 -0.6212 -5.251 3.434 2.385
C 1.3787 -0.0060 -2.1096 1.098 0.478 -2.223
O 2.1019 -0.8253 -1.5369 -0.146 -0.181 0.371
C 1.0798 1.7811 -0.8981 2.409 1.843 0.813
O 1.9190 2.4608 -0.4903 -1.493 -1.260 -0.722
C -0.9895 -0.7187 -2.0195 -3.575 -7.748 -0.624
O -1.4677 -1.7794 -2.2497 2.478 5.188 0.659
H 1.7308 0.2379 -3.2010 -0.856 -0.064 1.593
C 0.9095 0.4537 2.2457 0.188 -0.098 0.189
P 0.0337 -0.4512 0.9057 1.073 0.777 0.308
C 0.9780 -2.0059 0.8969 -0.500 0.058 -0.124
C -1.5802 -0.7549 1.6574 0.244 -0.381 -0.188
H 1.9629 0.6149 2.0161 0.094 -0.414 -0.127
H 0.8260 -0.0919 3.2086 0.040 0.206 -0.584
H 0.5526 1.4604 2.3961 -0.577 0.302 0.043
H 0.8048 -2.4648 1.8772 0.301 -0.201 -0.259
H 0.5753 -2.6250 0.0888 0.206 -0.197 0.250
H 2.0438 -1.8025 0.7015 -0.527 -0.104 0.227
H -1.3898 -1.3475 2.5644 -0.467 0.262 -0.152
H -2.0810 0.1988 1.8642 0.128 -0.296 0.131
H -2.1678 -1.3212 0.9335 -0.212 -0.093 0.244
```
Forces are in eV/Å.

Its total energy is -65599.6034 eV. As for the spin multiplicity: 4. The charge is +1. The value obtained for the HOMO-LUMO gap (alpha / beta) is 6.6 / 7.1 eV.

[2]
ORCA calculation (ωB97M-V/def2-TZVPD) on a structure of composition C50H35AlBrCl5O2P2Si.

XYZ file:
```
97
Properties=species:S:1:pos:R:3:forces:R:3
Al 0.7563 0.2479 0.0023 0.448 0.553 0.290
C 1.6199 3.4000 2.0771 -0.010 -0.251 -0.001
Si 0.2868 2.1339 1.5096 0.054 0.754 0.383
C -0.9665 3.3278 0.6774 0.061 -0.426 -0.196
C -1.5000 4.4426 1.3289 -0.026 0.032 0.100
C -2.2899 5.3664 0.6666 0.013 0.050 0.038
C -2.5457 5.2221 -0.6911 -0.025 -0.029 -0.045
C -2.0339 4.1304 -1.3665 0.031 0.046 0.092
C -1.2548 3.1840 -0.6936 -0.036 0.050 0.032
P -0.7488 1.6777 -1.5868 -0.083 0.357 -0.589
C -2.3374 1.2009 -2.3725 -0.023 -0.107 0.051
C -3.4834 1.1645 -1.5774 -0.015 0.107 -0.064
C -4.6996 0.7925 -2.1198 -0.054 0.039 0.036
C -4.7904 0.4460 -3.4619 0.037 -0.037 -0.030
C -3.6549 0.4682 -4.2544 -0.065 -0.042 -0.051
C -2.4310 0.8394 -3.7133 0.027 0.062 0.073
C 0.2253 2.1501 -3.0582 0.233 -0.015 0.247
C 0.8786 1.0845 -3.6824 0.020 0.086 0.083
C 1.7205 1.3075 -4.7601 -0.020 -0.055 -0.014
C 1.9296 2.6029 -5.2113 -0.017 0.018 -0.051
C 1.2804 3.6643 -4.5978 0.043 0.060 -0.066
C 0.4293 3.4429 -3.5259 -0.006 -0.012 0.103
C -0.1656 1.4777 3.2542 0.051 -0.245 -0.321
C -0.7670 2.2368 4.2593 -0.087 0.042 0.022
C -0.7847 1.8115 5.5777 -0.010 0.062 -0.020
C -0.1528 0.6278 5.9349 0.025 -0.070 0.024
C 0.4274 -0.1606 4.9571 -0.018 0.069 0.023
C 0.3953 0.2428 3.6225 0.035 0.110 -0.032
P 0.9004 -0.9310 2.3133 -0.292 -0.372 0.494
C 2.2345 -1.9161 3.0705 0.155 0.174 -0.203
C 3.5242 -1.4217 2.8683 -0.076 -0.009 -0.029
C 4.6259 -2.1117 3.3436 0.040 -0.002 0.031
C 4.4451 -3.3012 4.0359 0.019 -0.021 0.026
C 3.1657 -3.7856 4.2637 -0.003 -0.019 0.029
C 2.0602 -3.1009 3.7787 -0.015 0.067 0.024
C -0.5495 -2.0416 2.3216 0.033 -0.089 -0.049
C -1.8060 -1.6009 2.7270 0.130 -0.053 0.095
C -2.9021 -2.4472 2.6476 -0.029 -0.035 -0.012
C -2.7599 -3.7265 2.1371 -0.072 0.007 0.020
C -1.5166 -4.1641 1.7011 0.022 -0.053 -0.013
C -0.4181 -3.3262 1.7895 -0.035 0.078 -0.087
H 1.3504 3.8215 3.0483 -0.122 -0.019 -0.001
H 1.7199 4.2209 1.3666 0.009 -0.015 0.022
H 2.6001 2.9300 2.1925 -0.032 0.027 0.015
H -1.2906 4.5972 2.3813 0.008 0.025 -0.021
H -2.7065 6.2086 1.2054 0.030 0.004 0.009
H -3.1516 5.9510 -1.2141 -0.001 -0.004 -0.001
H -2.2459 3.9991 -2.4212 -0.082 -0.022 0.022
H -3.4157 1.4294 -0.5301 -0.038 -0.030 -0.004
H -5.5842 0.7725 -1.4958 0.018 0.002 0.020
H -5.7437 0.1589 -3.8869 -0.003 0.001 0.004
H -3.7196 0.2030 -5.3021 0.020 -0.008 0.006
H -1.5574 0.8671 -4.3495 -0.010 -0.016 -0.018
H 0.7261 0.0796 -3.2986 0.076 -0.029 -0.061
H 2.2196 0.4748 -5.2396 0.011 0.006 0.022
H 2.6013 2.7872 -6.0398 -0.006 -0.008 0.000
H 1.4471 4.6740 -4.9513 0.000 -0.002 0.014
H -0.0472 4.2821 -3.0356 0.026 -0.008 -0.016
H -1.2320 3.1836 4.0089 0.018 -0.005 0.032
H -1.2729 2.4129 6.3347 0.021 0.018 -0.005
H -0.1202 0.3182 6.9718 -0.025 -0.018 -0.008
H 0.9071 -1.0921 5.2302 -0.034 -0.031 0.007
H 3.6521 -0.4908 2.3243 0.073 -0.038 -0.044
H 5.6242 -1.7326 3.1673 -0.012 0.020 0.000
H 5.3027 -3.8531 4.3987 0.003 0.016 0.007
H 3.0268 -4.7023 4.8226 -0.008 -0.011 -0.027
H 1.0646 -3.4881 3.9518 0.004 -0.020 -0.007
H -1.9319 -0.5961 3.1069 -0.022 0.001 0.037
H -3.8709 -2.1009 2.9835 -0.005 0.019 -0.039
H -3.6180 -4.3832 2.0691 0.004 0.002 0.006
H -1.4079 -5.1617 1.2938 0.028 0.023 -0.026
H 0.5490 -3.6607 1.4323 -0.011 -0.049 0.013
Cl 2.7233 2.8182 -0.6758 -0.223 0.209 -0.461
C 3.4165 1.2742 -0.9840 0.032 -0.536 0.108
C 2.6740 0.1180 -0.7072 0.030 0.306 0.139
C 3.3776 -1.0828 -0.8441 -0.290 0.360 -0.105
Cl 2.5688 -2.5597 -0.4661 0.042 -0.320 0.128
C 4.6997 -1.1541 -1.2713 0.026 -0.021 -0.013
Cl 5.4937 -2.6711 -1.4281 0.049 -0.027 0.002
C 5.3810 0.0211 -1.5728 -0.006 -0.038 0.037
Cl 7.0184 -0.0370 -2.0816 0.058 -0.007 -0.057
C 4.7370 1.2439 -1.4246 0.006 0.057 -0.011
Cl 5.5809 2.7038 -1.7611 0.067 0.017 -0.033
Br -2.2778 -6.2764 -4.5592 0.015 0.072 0.081
C -1.9868 -4.8157 -3.3782 -0.009 -0.126 -0.045
C -3.0767 -4.0987 -2.9096 0.036 0.003 -0.046
C -2.8544 -3.0298 -2.0592 -0.039 0.025 0.062
C -1.5606 -2.6786 -1.6888 0.009 -0.072 -0.041
C -0.4825 -3.4105 -2.1699 -0.015 0.017 0.038
C -0.6917 -4.4949 -3.0078 0.005 0.005 -0.046
C -1.3837 -1.5160 -0.7697 -0.089 0.518 0.358
O -2.3366 -0.9604 -0.2598 0.050 -0.171 0.112
O -0.1482 -1.1204 -0.5720 -0.108 -1.036 -0.545
H -4.0778 -4.3724 -3.2116 -0.005 0.005 0.006
H -3.6798 -2.4512 -1.6653 0.003 0.018 -0.020
H 0.5215 -3.1380 -1.8787 -0.031 0.024 -0.018
H 0.1422 -5.0791 -3.3714 -0.010 0.009 -0.030
```
Forces are in eV/Å.

Its total energy is -222224.9048 eV. The value obtained for the HOMO-LUMO gap is 7.9 eV.

[3]
ORCA calculation (ωB97M-V/def2-TZVPD) on a cluster of 3 separate species, CH5O4 in total.

XYZ file:
```
10
Properties=species:S:1:pos:R:3:forces:R:3
O 1.6097 -0.9193 -0.4655 0.118 -0.173 0.042
C 0.4143 -0.6372 -0.6609 0.269 -0.039 -0.060
O -0.1449 0.4787 -0.5383 -0.137 0.213 0.118
H -0.2299 -1.4818 -0.9930 -0.198 -0.062 -0.037
H -1.8327 0.3081 -0.1852 0.184 -0.141 0.093
H -3.1750 0.0075 -0.8490 0.022 -0.013 0.158
O -2.7667 0.0508 0.0227 -0.192 0.112 -0.263
H 2.2825 0.0243 1.1197 0.129 0.061 0.044
H 1.6017 1.2841 0.9689 -0.043 0.156 0.213
O 2.2409 0.8847 1.5805 -0.151 -0.114 -0.307
```
Forces are in eV/Å.

Its total energy is -9310.4192 eV. The charge is -1. The value obtained for the HOMO-LUMO gap is 9.2 eV.

[4]
ORCA calculation (ωB97M-V/def2-TZVPD) on the molecule C2H2N2O2S.

XYZ file:
```
9
Properties=species:S:1:pos:R:3:forces:R:3
C -0.7644 1.4477 1.7493 -0.989 -3.109 -2.581
C 0.2442 0.0658 -0.3491 4.918 -0.272 -3.296
N -0.3850 2.3149 2.3966 0.414 1.280 1.041
N 0.2801 -1.2754 -1.0476 -0.673 2.464 1.082
O 0.7082 -2.1912 -0.4060 0.805 -1.472 1.131
O -0.2638 -1.3691 -2.1130 -0.773 0.025 -1.559
S -1.3528 0.1153 0.7752 -1.465 1.734 2.802
H 1.2596 0.0359 0.2054 -1.871 0.525 -0.397
H 0.2740 0.8561 -1.2107 -0.366 -1.174 1.779
```
Forces are in eV/Å.

Its total energy is -20008.3640 eV. As for the spin multiplicity: 3. The value obtained for the HOMO-LUMO gap (alpha / beta) is 6.8 / 6.4 eV.

[5]
ORCA calculation (ωB97M-V/def2-TZVPD) on a structure of composition C3H4FeO3.

XYZ file:
```
11
Properties=species:S:1:pos:R:3:forces:R:3
C -2.0987 -0.2742 -0.0900 0.171 -0.708 2.044
O 0.4227 0.8897 -0.2007 0.559 0.429 -0.501
C 0.2745 -0.3447 -0.1335 -1.678 0.006 0.611
C -2.1720 1.0204 0.5655 -2.508 -1.304 -0.422
O -1.0057 -0.8855 -0.3640 0.005 -0.433 -0.480
O 1.1528 -1.1384 0.2101 0.456 -0.329 -0.329
H -2.9689 -0.9383 -0.1268 0.051 0.118 -1.023
H -1.5512 0.9785 1.4727 0.902 1.351 -0.918
H -2.3050 1.6381 -0.3844 1.106 0.738 1.354
Fe 2.3612 0.4695 0.1417 0.766 0.207 0.156
H -3.1818 1.0757 1.0198 0.170 -0.076 -0.493
```
Forces are in eV/Å.

Its total energy is -43683.4039 eV. As for the spin multiplicity: 5. The charge is +2. The value obtained for the HOMO-LUMO gap (alpha / beta) is 10.1 / 9.4 eV.

[6]
ORCA calculation (ωB97M-V/def2-TZVPD) on the molecule C6H9N.

XYZ file:
```
16
Properties=species:S:1:pos:R:3:forces:R:3
C -2.2169 1.4301 -0.3618 1.180 0.017 -1.021
C -0.9223 0.6416 -0.4343 -0.281 -1.500 1.121
C -0.9715 -0.7429 -0.5477 -0.670 1.166 -0.956
N 0.1444 -1.3065 -0.0254 1.025 -0.315 -0.309
C 0.9860 -0.3115 0.4363 -0.328 0.687 -1.625
C 2.4486 -0.5150 0.7082 -0.946 -0.506 0.891
C 0.3464 0.8705 0.1495 0.880 0.603 1.608
H -2.1435 2.0787 0.5043 -0.393 0.394 -0.207
H -2.4838 1.9098 -1.3048 0.286 0.696 0.222
H -3.0028 0.7240 -0.2406 -0.719 -0.525 0.531
H -1.7464 -1.2161 -1.1305 0.059 -0.769 0.517
H 0.5233 -2.1930 -0.3149 -0.268 -0.175 0.147
H 2.5709 -1.5992 0.6599 0.800 0.118 -0.173
H 3.0760 0.0667 0.0395 0.028 -0.378 -0.331
H 2.7240 -0.2055 1.7186 -0.079 -0.071 0.069
H 0.8434 1.7372 0.5714 -0.573 0.559 -0.483
```
Forces are in eV/Å.

Its total energy is -7857.1848 eV. The value obtained for the HOMO-LUMO gap is 8.7 eV. Its SMILES is Cc1c[nH]c(C)c1.

[7]
ORCA calculation (ωB97M-V/def2-TZVPD) on a cluster of 2 separate species, C5H11NO in total.

XYZ file:
```
18
Properties=species:S:1:pos:R:3:forces:R:3
C -1.8565 -1.7394 0.5799 0.409 1.013 -0.216
C -1.0422 -0.8428 -0.0577 0.927 -2.723 -2.276
C 0.4111 -0.7750 0.1697 -1.183 2.856 2.697
C 1.0389 -1.5876 1.0380 0.558 -0.534 0.569
N 0.8071 0.5379 -0.1326 0.419 0.919 -0.498
C 1.7626 1.4199 0.5050 0.072 -0.983 0.406
H -2.4400 -2.4803 0.0406 -1.144 0.981 0.024
H -1.9616 -1.6197 1.6527 0.883 -1.202 0.204
H -1.2435 -0.4415 -1.0616 -0.508 -0.799 -0.188
H 1.7946 -1.2589 1.7479 0.610 0.208 -0.844
H 0.8762 -2.6525 1.1109 -0.958 0.127 0.157
H 0.5939 0.8440 -1.0692 -0.299 -0.182 0.033
H 1.4199 2.4383 0.3357 0.273 0.083 -0.023
H 2.7967 1.2758 0.1749 0.033 0.162 -0.137
H 1.7627 1.2338 1.5814 -0.101 0.092 0.006
O -1.3796 2.2299 -2.3603 -0.435 -0.985 0.303
H -1.9198 1.5487 -2.7934 0.184 0.461 -0.399
H -1.4205 1.8694 -1.4620 0.261 0.507 0.184
```
Forces are in eV/Å.

Its total energy is -8897.1205 eV. The value obtained for the HOMO-LUMO gap is 8.1 eV. Its SMILES is C=CC(=C)NC.O.

[8]
ORCA calculation (ωB97M-V/def2-TZVPD) on a structure of composition C22H36ErN2O8S2.

XYZ file:
```
71
Properties=species:S:1:pos:R:3:forces:R:3
Er 0.0994 0.3388 -0.3268 -1.093 -0.537 -0.410
O 1.7743 4.3637 0.3076 0.111 -0.015 0.006
C 1.3618 3.1540 0.6410 -0.064 -0.036 0.103
O 1.7923 2.1340 0.1475 0.097 -0.016 -0.086
C 0.3093 3.1910 1.7194 -0.114 -0.063 -0.014
O -0.2633 1.9196 1.8989 0.055 -0.247 -0.035
C 0.2354 1.1516 3.0164 0.087 0.278 -0.170
C 0.3641 -0.2698 2.5009 0.303 -0.067 -0.217
O -0.2622 -1.1742 3.0246 0.160 -0.106 -0.020
O 1.0991 -0.3518 1.4245 -0.177 -0.412 1.287
H 2.4421 4.2811 -0.3909 0.058 0.033 -0.041
H -0.4591 3.9004 1.4242 -0.104 0.048 -0.049
H 0.7736 3.5553 2.6365 0.009 0.075 0.069
H -0.4646 1.2072 3.8400 -0.141 0.041 0.132
H 1.2163 1.5188 3.3200 0.037 0.013 0.033
C -2.5361 -2.0078 0.5997 -0.029 0.017 -0.090
C -3.0870 -0.6033 0.7981 0.104 -0.005 -0.075
N -2.5292 0.3361 -0.1849 0.111 0.020 0.074
C -3.2038 0.3661 -1.4918 0.067 -0.125 0.028
C -2.9110 -0.8196 -2.4095 0.031 0.006 0.067
S -1.1458 -1.2344 -2.5765 0.025 0.100 -0.050
C -1.0661 -2.9325 -1.9394 0.000 0.045 0.016
C -0.5962 -3.0499 -0.4889 -0.058 0.075 -0.082
N -1.0933 -1.9592 0.3468 0.350 0.051 0.101
H -3.0331 -2.4984 -0.2349 0.001 -0.012 -0.032
H -2.7537 -2.6041 1.4870 -0.057 -0.062 0.036
H -2.7958 -0.2516 1.7888 0.021 0.038 0.025
H -4.1793 -0.6215 0.7592 -0.090 -0.009 0.041
H -2.6109 1.2732 0.1897 0.005 0.105 0.031
H -2.8967 1.2861 -1.9865 0.038 0.045 -0.025
H -4.2889 0.4182 -1.3620 -0.105 0.034 0.002
H -3.2769 -0.5756 -3.4054 -0.043 0.007 -0.024
H -3.4302 -1.7203 -2.0916 -0.034 0.000 -0.008
H -0.3739 -3.4630 -2.5901 -0.005 -0.051 -0.013
H -2.0490 -3.3738 -2.0991 0.000 -0.027 0.012
H 0.4909 -3.0140 -0.4542 0.053 0.033 -0.001
H -0.9068 -4.0270 -0.1105 -0.010 -0.125 0.053
H -0.6308 -2.0270 1.2502 0.084 -0.034 0.122
C -2.9855 5.4275 -6.1913 0.057 -0.059 0.055
C -2.2724 4.6363 -5.1246 -0.044 0.052 -0.077
C -2.1608 5.1140 -3.8243 -0.084 0.058 0.004
C -1.5449 4.3859 -2.8185 0.108 -0.033 0.098
C -1.4627 5.0494 -1.4566 0.086 -0.121 -0.158
C -0.9754 3.1261 -3.1347 -0.028 0.139 0.080
C -1.0290 2.6507 -4.4596 0.100 -0.044 -0.031
C -0.3800 1.3767 -4.9626 -0.047 0.088 0.024
C -1.6981 3.4099 -5.4150 -0.010 -0.046 -0.118
C -0.3658 2.2906 -2.0569 0.037 0.308 -0.092
O 0.5928 1.4946 -2.2696 -0.134 0.270 -0.324
O -0.8544 2.3233 -0.8722 -0.115 0.605 -0.319
H -3.3062 6.4006 -5.8208 0.018 -0.035 0.006
H -3.8693 4.8906 -6.5423 0.024 0.010 0.019
H -2.3388 5.5872 -7.0560 -0.010 -0.009 0.030
H -2.5729 6.0903 -3.5821 0.033 -0.107 -0.036
H -1.8876 6.0520 -1.5102 0.038 -0.065 -0.025
H -0.4261 5.1472 -1.1251 -0.029 -0.050 0.014
H -1.9992 4.4894 -0.6970 -0.055 -0.073 0.054
H -0.0893 0.6894 -4.1787 -0.048 0.039 -0.046
H 0.5259 1.6371 -5.5182 -0.026 -0.014 0.044
H -1.0470 0.8655 -5.6592 0.000 0.052 0.009
H -1.7522 3.0275 -6.4324 -0.001 0.032 0.103
C 3.7104 -1.1400 -2.9846 0.008 -0.156 -0.178
S 2.9846 -0.1470 -1.7126 -0.151 -0.024 0.077
C 4.1290 -0.5178 -0.4039 0.055 -0.073 0.124
O 1.7094 -0.9110 -1.3215 0.503 0.173 -0.146
H 3.7222 -2.1762 -2.6430 0.042 0.044 -0.096
H 4.7204 -0.7689 -3.1736 -0.088 -0.058 -0.012
H 3.0955 -1.0282 -3.8771 0.063 -0.035 0.019
H 5.0242 0.0895 -0.5454 -0.022 -0.061 0.016
H 4.3636 -1.5830 -0.4080 -0.012 0.071 0.072
H 3.6225 -0.2396 0.5202 0.048 0.003 0.009
```
Forces are in eV/Å.

Its total energy is -92050.8034 eV. As for the spin multiplicity: 4. The charge is +1. The value obtained for the HOMO-LUMO gap (alpha / beta) is 9.2 / 9.2 eV.